Entry 1:
Below is a cluster of 13 separate species, C25H76N8O13 in total in a non-equilibrium geometry, with properties calculated with ωB97M-V/def2-TZVPD.

Last column: Mulliken charge in e.
Positions of all 122 atoms, in Å:
C1 5.15400 -18.51200 26.91100  0.82
O1 6.43500 -18.63500 26.42500  -0.66
H1 4.52200 -17.89900 26.21800  0.19
H2 5.04600 -18.00700 27.87200  -0.65
H3 4.66500 -19.43800 26.96500  -0.17
H4 6.72000 -19.39000 26.92100  0.46
C2 -0.11400 -20.51200 25.34300  -0.65
O2 -0.12100 -21.24800 24.11000  -0.64
H5 -0.90900 -20.88400 25.93800  0.65
H6 -0.37200 -19.45600 25.29100  -0.05
H7 0.86100 -20.51500 25.88300  0.14
H8 0.18200 -22.14300 24.32400  0.35
C3 1.26600 -16.42300 32.59800  -0.09
O3 0.44600 -15.78200 31.64200  -0.57
H9 0.78600 -17.31500 33.00400  0.34
H10 1.46200 -15.78400 33.44400  0.51
H11 2.23500 -16.67500 32.17900  -0.49
H12 -0.47400 -15.72000 31.91300  0.36
C4 6.64800 -19.09600 30.75800  -0.07
O4 7.42600 -20.22800 30.93500  -0.78
N1 6.68200 -18.23000 29.75700  0.05
N2 5.57200 -18.81800 31.44100  -0.02
H13 7.36400 -18.48800 29.03700  0.34
H14 6.19100 -17.43400 29.52100  0.04
H15 5.38200 -19.48900 32.20200  0.22
H16 5.20200 -17.80100 31.51800  0.09
C5 7.01600 -21.64800 27.33600  0.53
O5 8.26900 -21.97500 27.01600  -0.84
N3 6.65500 -20.96900 28.35500  0.12
N4 6.11500 -21.86900 26.47600  0.16
H17 7.38800 -20.73300 29.05200  0.00
H18 5.70800 -20.59900 28.39700  -0.12
H19 6.41100 -22.38200 25.62800  0.35
H20 5.13600 -21.82600 26.62100  -0.18
C6 -1.64100 -20.68200 29.18900  0.21
O6 -1.21800 -21.83500 29.85600  -0.69
N5 -2.86100 -20.26800 29.06000  -0.47
N6 -0.78600 -19.90500 28.55400  0.68
H21 -3.65100 -20.96000 29.17100  0.29
H22 -3.27500 -19.49500 28.54200  0.38
H23 0.17600 -20.22900 28.61200  -1.50
H24 -1.03100 -19.23700 27.81400  0.38
C7 -2.18100 -17.41100 30.91500  0.58
O7 -2.20500 -16.30200 31.72400  -0.84
N7 -3.09600 -18.32800 30.79600  -0.29
N8 -1.21100 -17.57800 30.09400  -0.18
H25 -3.93400 -18.19700 31.31000  0.21
H26 -2.93000 -19.15400 30.12000  0.29
H27 -0.29600 -17.10000 30.42200  -0.09
H28 -1.13600 -18.45800 29.53000  0.71
C8 1.77700 -13.95800 29.45200  -1.95
C9 2.73400 -15.03300 29.24200  2.60
C10 2.76400 -15.47000 27.81900  -1.79
O8 3.90100 -14.82200 29.61300  -0.55
H29 0.79700 -14.24000 29.08600  0.41
H30 2.11900 -13.06400 29.00000  0.45
H31 1.66700 -13.81500 30.51800  0.38
H32 2.29300 -15.88400 29.76400  -1.36
H33 3.32700 -14.81200 27.14000  0.45
H34 1.80600 -15.53600 27.27800  0.34
H35 3.41400 -16.34200 27.77200  0.55
H36 4.36400 -14.12500 29.05900  0.43
C11 4.96700 -15.98300 33.84500  -1.27
C12 5.25200 -15.60900 32.43200  0.48
C13 6.75800 -15.80100 32.15100  -1.42
O9 4.68700 -16.36200 31.62100  0.20
H37 5.39900 -15.20300 34.48200  0.42
H38 5.34500 -16.99900 34.01300  0.28
H39 3.86700 -16.03500 33.92200  0.15
H40 4.88800 -14.59300 32.27800  0.59
H41 7.24300 -16.74500 32.42900  0.30
H42 7.36200 -15.02200 32.71000  0.42
H43 6.95100 -15.56600 31.13300  0.38
H44 4.40000 -15.80300 30.84700  -0.33
C14 1.45000 -22.53900 28.20000  -1.08
C15 2.94600 -22.68100 27.84100  0.94
C16 3.00800 -23.88200 26.92700  -1.52
O10 3.46600 -21.67700 27.37600  1.11
H45 1.03400 -23.50800 28.56400  0.52
H46 0.91500 -22.22700 27.30300  0.03
H47 1.17700 -21.89300 28.99100  0.07
H48 3.51900 -22.91100 28.77800  0.30
H49 4.03200 -24.16800 26.60600  0.36
H50 2.56500 -23.71700 25.90400  0.20
H51 2.47500 -24.78900 27.28000  0.47
H52 3.58300 -21.01200 28.06800  -1.21
C17 1.64800 -17.32600 24.88700  -0.58
C18 1.23200 -17.96100 23.64900  1.00
C19 -0.16900 -17.56300 23.20700  -1.77
O11 2.07000 -17.72600 22.75800  -0.47
H53 0.92100 -17.59700 25.60000  0.12
H54 1.67500 -16.25900 24.90500  0.74
H55 2.62400 -17.65500 25.28400  -0.06
H56 1.30300 -19.01800 23.79500  -0.22
H57 -0.25800 -16.45500 23.17000  0.42
H58 -0.94500 -17.83600 23.90700  0.33
H59 -0.36900 -17.92400 22.20900  0.40
H60 2.02400 -16.81700 22.51300  0.42
C20 2.04100 -18.80600 28.18600  1.00
C21 2.89600 -18.92500 29.47300  2.74
C22 2.13800 -19.30900 30.73100  -1.21
O12 3.84900 -19.75300 29.42800  -0.45
H61 1.27300 -18.07200 28.36700  0.89
H62 1.62800 -19.75300 27.85500  -1.15
H63 2.69100 -18.43700 27.36000  -1.31
H64 3.27600 -17.89700 29.63400  -1.39
H65 2.11800 -20.43700 30.84800  0.14
H66 1.07300 -19.01500 30.53000  0.06
H67 2.50400 -18.93600 31.67400  0.39
H68 4.33800 -19.47300 30.21300  0.22
C23 3.34500 -21.06600 24.35400  0.45
C24 4.18000 -20.56500 23.21300  0.49
C25 5.63300 -20.22400 23.63400  -1.36
O13 4.31300 -21.41500 22.31700  -0.57
H69 2.97200 -20.22500 25.02000  -0.65
H70 3.90700 -21.77400 24.98100  -0.20
H71 2.44300 -21.47500 23.94600  0.43
H72 3.78600 -19.64100 22.76900  0.08
H73 6.21400 -21.04400 23.97600  0.29
H74 5.48400 -19.63300 24.50900  0.25
H75 6.19200 -19.48500 23.00400  0.37
H76 3.44100 -21.53700 21.97200  0.42

Values from the calculation:
energy relative to the best compared isomer or geometry (same formula, charge and spin): 1168.3 kJ/mol
spin multiplicity: 1
gap between HOMO and LUMO: 0.295 Ha
HOMO energy: -8.52 eV
E_tot: -65686.8656 eV
LUMO level: -0.018 Ha

Entry 2:
Below is a cluster of 13 separate species, C25H76O13 in total, with properties calculated with ωB97M-V/def2-TZVPD.

Last column: Mulliken charge in e.
Positions of all 114 atoms, in Å:
C1 -0.20814 -0.28047 -0.31700  -0.46
C2 0.08594 1.16451 -0.61024  1.23
O1 -0.63095 1.96654 0.32926  -0.16
H1 -1.27769 -0.44804 -0.13370  -0.70
H2 0.33153 -0.63621 0.56217  0.34
H3 0.02063 -0.94085 -1.15679  0.33
H4 -0.20110 1.45913 -1.63055  -0.72
H5 1.17068 1.34723 -0.54516  0.37
H6 -0.30923 2.88276 0.27619  -0.14
C3 2.74943 -1.50479 3.70686  -0.68
C4 2.99393 -0.23320 4.47650  -0.51
O2 1.84742 0.61897 4.52487  -0.47
H7 2.42164 -1.24190 2.69859  0.11
H8 2.01871 -2.17248 4.16566  0.37
H9 3.69092 -2.04958 3.59837  0.30
H10 3.74390 0.32299 3.91702  0.18
H11 3.42508 -0.43357 5.46255  0.35
H12 1.07523 0.10254 4.78243  0.25
C5 -2.61599 -3.99655 2.51926  -1.37
C6 -1.35606 -3.80480 1.71685  0.69
O3 -0.40146 -3.14828 2.54418  -0.55
H13 -2.92824 -3.08093 3.01688  0.19
H14 -2.41975 -4.72487 3.31360  0.41
H15 -3.42628 -4.39289 1.90693  0.35
H16 -1.57753 -3.19794 0.82964  -0.37
H17 -0.95134 -4.77443 1.40600  0.45
H18 0.40582 -3.04422 2.01059  0.07
C7 3.21520 -5.46561 0.49504  -1.29
C8 2.92024 -4.35810 1.47341  -0.16
O4 1.94404 -3.42338 0.99624  0.19
H19 3.90069 -6.18604 0.95109  0.39
H20 3.74916 -5.07464 -0.37764  0.24
H21 2.31531 -5.97915 0.16597  0.32
H22 3.84393 -3.83866 1.74986  0.14
H23 2.47636 -4.77006 2.38248  0.42
H24 2.08869 -3.26337 0.04835  -0.04
C9 -3.45743 0.18525 3.84252  -1.61
C10 -2.40468 0.13962 2.76721  1.43
O5 -2.80627 0.96239 1.66144  -0.53
H25 -3.84579 1.20025 3.92534  0.41
H26 -3.03710 -0.13554 4.79446  0.41
H27 -4.30029 -0.46815 3.60393  0.37
H28 -2.20713 -0.88462 2.43250  -0.44
H29 -1.44119 0.49746 3.16445  -0.29
H30 -2.00193 1.13357 1.14493  0.18
C11 4.23710 -1.74301 -0.90106  -0.73
C12 3.48882 -2.13750 -2.13553  -0.17
O6 2.37671 -2.97331 -1.77086  -0.46
H31 3.53182 -1.32302 -0.17134  -0.06
H32 4.95956 -0.95660 -1.11508  0.44
H33 4.72540 -2.57848 -0.39653  0.22
H34 4.12651 -2.63546 -2.86949  0.41
H35 3.10703 -1.22793 -2.61887  0.19
H36 2.30370 -3.69257 -2.40490  0.23
C13 -3.75649 -2.04783 -0.50441  -0.03
C14 -4.25876 -3.39952 -0.97990  -0.58
O7 -5.56724 -3.63883 -0.42896  -0.55
H37 -2.72248 -1.93078 -0.84576  -0.52
H38 -3.80426 -2.04615 0.58551  0.08
H39 -4.31591 -1.20107 -0.89567  0.62
H40 -3.56674 -4.18563 -0.64613  0.18
H41 -4.29361 -3.44532 -2.07668  0.51
H42 -6.02602 -4.28175 -0.97454  0.32
C15 -0.51231 3.07403 -4.19330  -0.37
C16 0.78371 2.45386 -4.60328  -0.17
O8 0.48069 1.51177 -5.64444  -0.56
H43 -0.38094 3.87643 -3.46146  0.17
H44 -1.14303 2.33268 -3.69959  -0.39
H45 -1.01780 3.49861 -5.05898  0.53
H46 1.25681 1.94135 -3.75409  0.08
H47 1.48889 3.21040 -4.96854  0.41
H48 1.28465 1.04127 -5.88309  0.30
C17 -1.81386 -0.46074 -3.65729  0.10
C18 -1.81836 -1.97604 -3.73832  0.14
O9 -2.26352 -2.46373 -5.00914  -0.59
H49 -1.04143 -0.03598 -4.30020  0.07
H50 -1.76791 -0.07304 -2.64107  -0.37
H51 -2.74772 -0.09062 -4.10273  0.26
H52 -2.41261 -2.42729 -2.93242  -0.16
H53 -0.80896 -2.36271 -3.60132  0.07
H54 -3.20173 -2.26356 -5.08318  0.35
C19 -3.98805 2.46652 -2.76051  -1.47
C20 -3.37244 2.11736 -1.44762  0.92
O10 -4.34290 1.41726 -0.67776  -0.62
H55 -4.28907 1.56333 -3.29631  0.27
H56 -3.28291 3.02706 -3.37623  0.31
H57 -4.88715 3.06442 -2.60754  0.42
H58 -3.05672 3.02752 -0.91582  0.21
H59 -2.47395 1.49668 -1.57924  -0.62
H60 -3.98589 1.30903 0.21876  0.51
C21 3.60763 1.62017 1.49260  -0.59
C22 3.59950 3.09278 1.13799  0.52
O11 4.69225 3.33924 0.24962  -0.58
H61 3.60933 1.00017 0.59497  -0.09
H62 2.72005 1.36418 2.07609  -0.05
H63 4.49603 1.39447 2.08336  0.61
H64 3.70159 3.69066 2.04936  0.45
H65 2.63118 3.32850 0.68102  -0.66
H66 4.74097 4.28362 0.07498  0.30
C23 1.76689 5.05806 -1.39484  -0.91
C24 0.99148 5.45019 -0.16538  -0.39
O12 -0.23508 4.70952 -0.03191  -0.47
H67 1.24301 5.31514 -2.31661  0.33
H68 2.02151 3.99595 -1.39883  0.16
H69 2.72568 5.58770 -1.42214  0.37
H70 0.78222 6.52375 -0.18644  0.43
H71 1.57769 5.25464 0.72995  0.30
H72 -0.84709 5.03808 -0.69906  0.22
C25 0.15787 3.31440 3.39820  -0.14
O13 1.05913 3.36707 4.48568  -0.60
H73 0.03842 4.31924 2.98888  0.29
H74 0.48453 2.64017 2.59793  -0.19
H75 -0.84738 2.97257 3.69128  0.32
H76 1.42310 2.47868 4.61570  0.51

Values from the calculation:
energy relative to the best compared isomer or geometry (same formula, charge and spin): 0.0 kJ/mol
spin multiplicity: 1
gap between HOMO and LUMO: 0.354 Ha
HOMO energy: -9.46 eV
E_tot: -53772.7524 eV
LUMO level: 0.007 Ha